# 1
17
Properties=species:S:1:pos:R:3:forces:R:3 method="wB97M-V/def2-TZVPD" relative_energy_kj_mol=228.11 multiplicity=3 mol_weight_g_mol=122.173 total_charge=0 s2=2.004 energy_ev=-24444.388 lumo_energy_ev="0.923 / -2.617" homo_lumo_gap_ev="5.011 / 6.556"
H -0.323516 2.158643 -0.506638 -0.6 0.2 -0.1
H -0.194408 0.049986 0.887711 -0.1 0.4 0.8
S 0.052303 -0.561483 -1.292033 -0.3 -0.5 -2.7
H 2.357021 -0.601718 -1.331745 0.3 0.0 -0.3
H 1.985865 -2.112581 0.238377 0.4 -3.0 -0.7
C -1.247572 1.687108 -0.116912 0.6 1.1 0.6
H 2.948434 -0.955912 1.208796 0.6 -0.3 -0.3
C 1.768515 -0.251652 -0.497952 0.3 -0.6 0.3
C -0.891769 0.203302 0.082810 -0.2 0.8 0.5
C 2.042741 -1.193344 0.668649 -0.9 3.0 1.5
P -2.262125 -0.944534 0.288691 -2.1 0.0 1.2
H -2.121628 1.928148 -0.750712 0.7 -0.6 -0.1
H 1.289560 -1.170348 1.473398 -0.1 0.1 -0.4
H -2.529953 -1.333335 -1.041370 0.3 0.2 -0.3
H 1.949560 0.799959 -0.428485 0.0 0.9 0.7
H -1.470185 2.250459 0.839491 0.3 -1.0 -0.7
H -3.352843 0.047294 0.277922 0.8 -0.8 0.1

# 2
16
Properties=species:S:1:pos:R:3:forces:R:3 method="wB97M-V/def2-TZVPD" relative_energy_kj_mol=145.78 multiplicity=1 mol_weight_g_mol=103.121 total_charge=0 energy_ev=-9878.550 lumo_energy_ev=0.918 homo_lumo_gap_ev=10.678
N -0.628311 0.509492 1.463597 -0.2 -0.1 -0.1
H -1.122720 2.497964 1.329587 -0.2 0.1 0.0
C 0.723985 0.841417 1.853167 0.1 -0.3 -0.2
H 0.865280 1.875981 2.181077 0.0 0.0 0.0
H 1.701990 -0.659811 -1.289741 0.2 -0.1 -0.2
C -1.424338 1.450694 1.212153 0.3 0.0 0.1
C -0.336998 -1.229066 -1.419464 -0.6 0.2 0.1
H 1.359053 0.650835 0.983044 0.1 0.1 0.1
H -1.019439 -2.411967 -0.178706 0.3 0.0 0.0
O -0.133801 -2.206335 -0.528718 0.1 -0.3 0.2
H 0.739285 0.250416 -2.508999 -0.1 0.1 0.3
C 0.915859 -0.711538 -2.036542 0.0 0.1 -0.4
O -1.451424 -0.848005 -1.665408 -0.1 0.2 -0.3
H -2.421624 1.221321 0.855667 -0.1 0.0 0.0
H 1.056712 0.138441 2.615469 0.0 0.1 0.1
H 1.176484 -1.369845 -2.866177 0.3 -0.2 0.2

# 3
17
Properties=species:S:1:pos:R:3:forces:R:3 method="wB97M-V/def2-TZVPD" relative_energy_kj_mol=81.20 multiplicity=1 mol_weight_g_mol=98.145 total_charge=0 energy_ev=-8430.399 lumo_energy_ev=1.111 homo_lumo_gap_ev=10.319
H -1.406625 1.919374 -0.639851 0.1 -0.1 0.0
H -1.199829 -2.222440 0.540377 0.1 0.2 0.0
H 0.355496 2.316008 1.019250 0.0 -0.2 0.0
H 2.488084 -1.145546 -0.271518 -0.1 0.2 0.0
C 1.462487 0.601411 0.481297 -0.2 0.1 0.0
H -2.337503 0.013903 0.536458 0.2 0.0 -0.1
C 1.540285 -0.613826 -0.412874 0.2 0.2 -0.2
H 1.507170 -0.237438 -1.452474 0.1 -0.2 0.2
H -1.970367 -0.598848 -1.073433 0.1 0.0 0.2
O 0.515718 -1.600004 -0.284003 0.0 -0.1 0.0
C -0.634335 -1.285718 0.473747 -0.2 0.0 0.2
H -0.353280 -1.003638 1.498673 -0.1 0.0 -0.2
H -0.253953 0.886759 -1.503095 -0.2 0.2 0.1
C 0.399410 1.404523 0.425707 0.1 -0.1 -0.1
C -0.724693 1.071719 -0.523269 0.0 0.0 -0.1
H 2.323591 0.841377 1.099756 -0.2 -0.1 0.0
C -1.513740 -0.203913 -0.157329 0.0 -0.1 0.0

# 4
13
Properties=species:S:1:pos:R:3:forces:R:3 method="wB97M-V/def2-TZVPD" relative_energy_kj_mol=134.83 multiplicity=1 mol_weight_g_mol=89.094 total_charge=0 energy_ev=-8809.131 lumo_energy_ev=0.803 homo_lumo_gap_ev=10.965
N 2.075737 0.452575 0.746167 0.1 -0.5 0.1
C -0.856792 -0.251163 -0.947181 -0.4 -0.1 -0.1
H -0.947103 0.002494 1.219189 0.0 0.1 -0.1
H 2.775322 0.705624 1.423665 0.1 0.0 0.1
H 0.781798 0.844093 -0.712651 -0.3 -0.2 -0.3
H -0.908342 -1.343861 -0.859913 0.0 0.1 0.0
O 0.494521 0.065435 -1.216513 0.0 0.4 -0.2
H -1.453784 0.041679 -1.817695 -0.1 0.0 0.1
C -1.419514 0.393017 0.311503 0.0 0.0 0.0
C 1.774170 -0.734389 0.626546 0.1 -0.5 0.5
O 1.454645 -1.853939 0.554454 0.3 0.9 0.0
H -1.275635 1.479555 0.287119 0.0 -0.1 0.0
H -2.495027 0.198881 0.385315 0.2 0.0 0.0

# 5
13
Properties=species:S:1:pos:R:3:forces:R:3 method="wB97M-V/def2-TZVPD" relative_energy_kj_mol=107.00 multiplicity=1 mol_weight_g_mol=105.162 total_charge=0 energy_ev=-17596.820 lumo_energy_ev=0.834 homo_lumo_gap_ev=10.274
H -1.234105 -0.900051 0.975545 0.5 -0.2 0.2
H 0.216194 -2.496200 -0.996057 0.5 -0.7 -0.3
H 1.029362 -0.656534 0.095710 0.0 -0.1 -0.4
C -1.047675 -0.903672 -0.095781 -2.5 -1.2 -0.2
O 0.740807 2.610279 1.686652 0.8 0.5 -0.6
S -1.076101 -2.648501 -0.768242 0.2 1.0 0.5
C 1.052886 1.728751 0.921801 -0.9 -1.6 0.8
H 0.416399 -0.227283 -1.533793 -0.1 -0.1 0.0
H 1.982239 1.137438 0.931944 0.4 0.3 0.4
H -0.444035 1.882527 -0.317388 -0.6 -0.6 0.0
C 0.203564 -0.193079 -0.464184 0.8 1.0 0.4
N 0.159809 1.160723 0.052586 0.0 1.3 -0.6
H -1.999347 -0.494393 -0.488787 0.8 0.4 -0.2

# 6
66
Properties=species:S:1:pos:R:3:forces:R:3 method="wB97M-V/def2-TZVPD" relative_energy_kj_mol=345.22 multiplicity=5 mol_weight_g_mol=403.311 total_charge=+1 s2=6.029 energy_ev=-67990.364 lumo_energy_ev="-6.604 / -6.641" homo_lumo_gap_ev="5.461 / 5.424"
H 10.744547 -19.499446 -0.459562 0.1 0.0 0.3
H 5.166870 -17.209170 2.104214 -0.1 0.3 0.0
C 11.935704 -16.308926 -2.168152 0.3 0.3 0.8
O 4.937239 -18.109907 1.875790 0.3 0.5 0.1
C 7.132991 -17.536479 -4.122845 0.7 0.2 -1.2
C 12.493318 -15.543093 -3.349895 -0.9 0.0 0.9
H 10.576322 -13.476483 -0.538218 0.4 0.1 0.0
H 9.709268 -16.247958 -0.648457 0.0 -0.2 0.1
H 8.070332 -18.089873 -4.065783 -0.2 -0.5 0.7
H 5.514885 -16.100234 -5.066799 0.0 -0.1 -0.1
H 13.323126 -14.924255 -3.008490 0.1 0.0 -0.5
H 4.207167 -14.925498 -2.094742 -0.1 -0.2 0.5
H 6.231236 -22.272056 -1.477148 -0.1 -0.2 0.1
C 8.636830 -16.318261 -0.466657 0.9 0.7 0.5
H 5.754210 -14.844819 -0.073166 0.1 -0.3 0.0
H 6.703238 -21.860394 0.850283 0.7 0.4 0.0
H 8.170645 -16.266640 -1.450574 -0.2 -0.2 0.1
H 6.813455 -17.075174 -3.188392 0.2 0.1 0.0
Fe 7.951359 -16.378076 3.501135 1.3 -1.2 -3.6
C 9.748669 -12.803782 -2.440014 -0.3 -0.8 1.4
O 10.728931 -19.930556 -1.314044 -0.4 0.0 -0.1
O 4.977256 -17.421673 -0.972133 -0.1 0.3 -0.2
H 5.811739 -14.881464 -2.609864 0.4 0.4 -0.2
H 5.101470 -17.514130 -0.027544 -0.2 -0.4 0.2
O 4.336484 -13.321211 -0.066584 1.0 0.0 0.7
H 10.712675 -13.127536 -2.832427 -0.1 0.1 -0.2
H 3.770863 -14.062508 0.161758 -0.4 0.2 0.0
H 11.549390 -19.667094 -1.730789 0.3 0.0 -0.2
H 8.470600 -13.925375 2.001007 -0.5 0.3 -0.2
H 12.688548 -16.920172 -1.670466 0.1 -0.5 -0.5
O 10.510073 -11.420296 -0.694595 0.1 -0.4 1.2
H 5.811220 -17.698087 -1.352040 0.1 -0.2 -0.3
C 5.490662 -13.956589 -0.647348 -1.0 0.3 -0.8
H 8.399903 -15.394176 0.060631 -0.4 0.0 0.0
H 12.058508 -16.883638 -4.591956 0.1 -0.2 -0.3
H 6.363398 -13.303808 -0.664943 -0.2 0.4 0.3
C 7.423584 -16.526873 -5.258463 -1.6 -0.9 1.6
H 6.344520 -18.172664 -4.524937 0.0 -0.3 0.5
H 9.753567 -14.468855 2.593048 0.6 -0.1 0.1
H 4.732482 -21.317493 -1.315606 -0.3 -0.4 -0.1
O 8.816981 -14.652010 2.518948 -0.3 -0.5 0.8
C 6.044245 -21.159197 0.338273 0.5 -0.2 0.1
H 11.666705 -15.641910 -1.349104 -0.5 0.3 -0.2
H 6.566528 -20.299096 -0.080717 0.3 0.1 0.3
O 12.869372 -16.431520 -4.347637 0.8 -0.5 -0.7
O 8.500671 -17.582251 1.751116 -0.8 1.4 0.6
H 7.498062 -17.198981 -6.113344 -0.1 0.6 -0.7
H 4.984425 -22.781898 -0.247764 -0.4 -0.3 -0.8
H 11.072225 -16.885439 -2.500033 0.0 -0.2 0.3
C 9.900975 -12.694852 -0.886183 0.6 0.5 -1.8
C 5.085085 -14.280220 -2.063427 -0.2 -1.1 -0.7
H 4.721789 -18.522163 2.712367 -0.4 -0.2 0.4
C 5.443557 -21.957077 -0.792719 -0.4 0.6 0.8
H 8.404015 -16.077272 -5.101245 -0.4 0.8 -0.1
H 7.193700 -17.729306 0.099774 -0.2 -0.1 0.6
O 5.093140 -20.756732 1.311532 -0.6 -0.2 0.0
H 4.746797 -13.415447 -2.634242 0.6 0.3 0.1
H 9.496707 -11.825767 -2.850012 -0.2 -0.2 0.0
H 8.994156 -12.869689 -0.307207 -0.5 0.5 -0.1
H 11.666801 -14.956912 -3.751590 0.2 0.7 0.2
H 9.830916 -10.750944 -0.583616 -0.1 0.0 -0.1
C 8.250813 -17.566277 0.309623 -0.8 0.6 0.3
O 6.308731 -15.600143 -5.270065 1.5 0.1 -0.7
H 5.215529 -19.838784 1.564483 0.3 -0.4 -0.7
H 8.710679 -18.394368 -0.229708 0.5 -0.5 0.8
H 8.988982 -13.553504 -2.661116 0.0 0.0 -0.4

Please write out number 4 again, unchanged.
13
Properties=species:S:1:pos:R:3:forces:R:3 method="wB97M-V/def2-TZVPD" relative_energy_kj_mol=134.83 multiplicity=1 mol_weight_g_mol=89.094 total_charge=0 energy_ev=-8809.131 lumo_energy_ev=0.803 homo_lumo_gap_ev=10.965
N 2.075737 0.452575 0.746167 0.1 -0.5 0.1
C -0.856792 -0.251163 -0.947181 -0.4 -0.1 -0.1
H -0.947103 0.002494 1.219189 0.0 0.1 -0.1
H 2.775322 0.705624 1.423665 0.1 0.0 0.1
H 0.781798 0.844093 -0.712651 -0.3 -0.2 -0.3
H -0.908342 -1.343861 -0.859913 0.0 0.1 0.0
O 0.494521 0.065435 -1.216513 0.0 0.4 -0.2
H -1.453784 0.041679 -1.817695 -0.1 0.0 0.1
C -1.419514 0.393017 0.311503 0.0 0.0 0.0
C 1.774170 -0.734389 0.626546 0.1 -0.5 0.5
O 1.454645 -1.853939 0.554454 0.3 0.9 0.0
H -1.275635 1.479555 0.287119 0.0 -0.1 0.0
H -2.495027 0.198881 0.385315 0.2 0.0 0.0